[1]
Formula: C30H32F11N6O6ReS3Sb2Se
Source: the Open Molecules 2025 dataset
Level of theory: ωB97M-V with the def2-TZVPD basis set

## Properties
- HOMO level (spin up / spin down): -9.572 / -9.485 eV
- Charge: +1
- 2S+1: 2
- Orbital gap (spin up / spin down): 4.1 / 4.0 eV

CARTESIAN COORDINATES (ANGSTROEM)
Re: 0.007 0.393 2.201
N: -4.213 -4.853 0.357
C: -4.009 -3.605 0.850
C: -4.615 -3.204 2.054
C: -4.430 -1.926 2.534
C: -3.668 -1.033 1.799
C: -3.082 -1.397 0.597
C: -3.244 -2.677 0.124
S: -3.471 0.635 2.338
O: -3.368 1.479 1.175
O: -4.427 0.986 3.333
N: -1.911 0.679 2.986
C: -1.596 0.280 4.215
N: -0.223 0.168 4.241
C: 0.363 -0.141 5.386
C: -0.406 -0.329 6.526
C: -1.791 -0.258 6.387
N: -2.380 0.037 5.242
H: -4.623 -5.550 0.957
H: -3.611 -5.183 -0.378
H: -5.241 -3.903 2.589
H: -4.881 -1.591 3.455
H: -2.514 -0.656 0.057
H: -2.798 -2.985 -0.808
H: 1.439 -0.244 5.393
H: 0.054 -0.548 7.473
H: -2.458 -0.433 7.219
C: 5.370 2.596 0.366
Sb: 3.719 1.364 -0.375
C: 4.880 -0.443 0.140
C: 4.534 1.464 -2.453
C: 4.056 0.370 -3.317
C: 4.788 -0.817 -3.323
C: 4.405 -1.909 -4.075
C: 3.290 -1.812 -4.896
C: 2.571 -0.638 -4.931
C: 2.905 0.460 -4.128
C: 2.042 1.636 -4.182
Sb: 0.168 1.440 -2.889
C: -0.632 -0.371 -3.790
C: -0.982 2.875 -4.045
H: 5.248 3.628 0.053
H: 6.303 2.211 -0.040
H: 5.407 2.561 1.451
H: 5.944 -0.239 0.002
H: 4.584 -1.301 -0.470
H: 5.194 -1.398 1.815
H: 5.612 1.404 -2.320
H: 4.280 2.450 -2.824
H: 5.683 -0.865 -2.719
H: 4.972 -2.828 -4.030
H: 3.002 -2.650 -5.512
H: 1.729 -0.549 -5.601
H: 1.583 1.763 -5.158
H: 2.513 2.560 -3.866
H: -1.201 -0.113 -4.678
H: -1.280 -0.886 -3.092
H: 0.205 -1.009 -4.049
H: -1.419 2.391 -4.911
H: -0.325 3.675 -4.366
H: -1.775 3.300 -3.440
F: 0.162 -0.538 -0.427
C: 1.214 -1.336 -0.716
F: 1.867 -0.735 -1.740
F: 0.740 -2.481 -1.183
S: 2.353 -1.501 0.852
O: 1.944 -0.209 1.478
O: 4.604 -0.698 1.507
N: 1.579 -2.729 1.475
S: 0.049 -2.915 1.763
O: -0.621 -3.847 0.933
O: -0.679 -1.676 2.015
C: 0.194 -3.723 3.451
F: 0.992 -4.778 3.412
F: 0.727 -2.832 4.297
F: -0.990 -4.095 3.921
F: -6.210 3.957 -2.166
C: -5.019 3.621 -1.679
C: -4.454 2.394 -2.018
F: -5.112 1.542 -2.806
C: -3.194 2.081 -1.540
F: -2.597 0.936 -1.940
C: -2.500 2.926 -0.687
Se: -0.827 2.492 0.031
C: -3.098 4.134 -0.336
F: -2.435 4.944 0.494
C: -4.334 4.503 -0.845
F: -4.873 5.685 -0.553
N: 0.948 2.353 2.548
H: 0.236 3.034 2.827
H: 1.402 2.707 1.702
H: 1.660 2.324 3.281

=====

[2]
Formula: C30H32Ge2IrN5O6S3
Source: the Open Molecules 2025 dataset
Level of theory: ωB97M-V with the def2-TZVPD basis set

## Properties
- HOMO level: -7.654 eV
- Orbital gap: 6.9 eV

CARTESIAN COORDINATES (ANGSTROEM)
Ir: -0.868 -0.644 1.394
N: -1.854 1.891 4.706
C: -1.257 1.138 3.765
S: -1.760 1.385 2.098
N: -0.310 0.310 4.131
N: 0.233 -0.279 3.013
C: 1.501 -0.491 2.987
C: 2.216 -0.952 1.794
C: 3.359 -1.728 1.970
C: 4.058 -2.235 0.886
C: 3.612 -1.944 -0.392
C: 2.506 -1.127 -0.600
C: 1.811 -0.612 0.480
O: 0.758 0.263 0.362
H: -2.764 2.262 4.492
H: -1.666 1.660 5.667
H: 2.049 -0.280 3.902
H: 3.689 -1.946 2.980
H: 4.934 -2.850 1.037
H: 4.133 -2.345 -1.252
H: 2.184 -0.900 -1.604
O: -0.854 -5.225 -2.364
C: -0.184 -5.529 -1.266
O: 0.352 -6.596 -1.104
C: -0.096 -4.482 -0.206
C: 0.561 -4.659 0.991
N: 0.441 -3.516 1.689
N: -0.242 -2.603 1.002
C: -0.595 -3.167 -0.136
C: -1.388 -2.288 -1.032
O: -1.754 -2.687 -2.135
O: -1.597 -1.124 -0.549
H: -1.226 -4.299 -2.351
H: 1.089 -5.517 1.372
H: 0.842 -3.279 2.581
C: -1.522 -2.763 4.553
O: -2.579 -1.846 4.796
C: -3.272 -1.281 3.800
S: -4.532 -0.319 4.195
S: -2.862 -1.624 2.119
H: -1.204 -3.090 5.540
H: -0.692 -2.272 4.053
H: -1.877 -3.607 3.962
C: -3.414 2.707 -0.430
Ge: -2.340 1.723 -1.732
C: -1.973 2.981 -3.208
C: -3.407 0.247 -2.428
Ge: 0.022 1.375 -1.081
C: 1.006 0.867 -2.688
C: 2.292 1.346 -2.942
C: 2.971 0.957 -4.086
C: 2.373 0.084 -4.988
C: 1.093 -0.395 -4.747
C: 0.412 -0.002 -3.603
C: 0.799 3.051 -0.428
C: 0.886 4.128 -1.312
C: 1.399 5.350 -0.899
C: 1.838 5.510 0.408
C: 1.767 4.444 1.293
C: 1.251 3.224 0.878
H: -4.259 3.120 -0.986
H: -2.858 3.529 0.020
H: -3.800 2.063 0.357
H: -2.899 3.087 -3.775
H: -1.195 2.628 -3.886
H: -1.694 3.961 -2.824
H: -4.216 0.691 -3.012
H: -3.829 -0.321 -1.603
H: -2.845 -0.439 -3.056
H: 2.764 2.027 -2.242
H: 3.969 1.334 -4.277
H: 2.907 -0.221 -5.879
H: 0.626 -1.078 -5.445
H: -0.578 -0.402 -3.411
H: 0.568 4.016 -2.343
H: 1.458 6.173 -1.599
H: 2.238 6.462 0.734
H: 2.110 4.562 2.313
H: 1.188 2.406 1.584

=====

no.,electronic energy (eV)
1,-195792.0299
2,-199743.8185